1.
Computed, not measured: 2 unconnected molecules or ions with the total composition C10H15N4 in a non-equilibrium geometry, with ωB97M-V with the def2-TZVPD basis set.

**LUMO energy (spin up / spin down)**: -5.5 / -5.5 eV
**Kohn-Sham gap (spin up / spin down)**: 5.57 / 5.57 eV
**Molar mass**: 191.3 g/mol
**Total charge**: +1
**Electronic energy**: -608.601818 hartree
**Highest occupied orbital energy (spin up / spin down)**: -11.0482 / -11.0450 eV

Positions of all 29 atoms, in Å:
C 0.964 1.297 -0.358
C 0.938 -0.061 0.161
C 0.374 -1.215 0.247
C 2.176 1.835 -0.462
C 2.576 -0.295 0.212
C -3.043 -1.145 0.403
C 0.787 -2.555 0.183
C 2.334 -2.575 0.494
C 2.617 3.152 -0.971
C -3.827 1.268 0.135
N 3.052 -1.420 0.435
N 3.091 0.876 -0.075
N -2.830 0.169 0.310
N -4.253 -1.657 0.181
H 0.160 2.030 -0.319
H 0.125 -3.163 0.878
H 0.714 -3.028 -0.834
H 2.485 -2.864 1.511
H 2.696 -3.192 -0.244
H 2.042 3.906 -0.284
H 2.322 3.445 -1.965
H 3.719 3.167 -0.839
H -4.453 1.149 -0.709
H -4.440 1.383 0.945
H -3.172 2.110 -0.091
H 4.095 1.054 0.087
H -1.804 0.227 0.351
H -4.274 -2.667 0.373
H -5.173 -1.230 0.242

These are the natural (NBO) partial charges, in e, on atoms 1 to 8: -0.337 -0.214 0.437 0.287 0.538 0.199 -0.559 -0.186

=====

2.
Computed, not measured: a gas-phase ion, C10H15N4O4 (charge +1) in a non-equilibrium geometry, with ωB97M-V with the def2-TZVPD basis set.

**LUMO energy**: -4.6 eV
**Kohn-Sham gap**: 9.25 eV
**Molar mass**: 255.3 g/mol
**Structure (SMILES)**: CC(=O)N(C(C)=O)c1n(CCO)nc[n+]1CC=O
**Total charge**: +1
**Electronic energy**: -909.611652 hartree
**Highest occupied orbital energy**: -13.8147 eV

Positions of all 33 atoms, in Å:
C 1.178 -1.094 2.172
C 0.009 -1.525 1.179
O -0.906 -2.247 1.663
N -0.154 -1.131 -0.245
C 0.884 -1.675 -1.147
C 2.314 -2.245 -0.733
O 0.581 -1.738 -2.373
C -0.412 0.288 -0.438
N -1.684 0.831 -0.857
C -2.959 0.124 -1.172
C -3.522 -0.697 0.105
O -3.534 0.115 1.304
N -1.759 2.177 -1.029
C -0.433 2.611 -0.699
N 0.411 1.469 -0.347
C 1.861 1.497 0.014
C 2.484 2.991 -0.159
O 3.632 3.158 -0.613
H 2.171 -0.854 1.634
H 1.417 -2.017 2.825
H 0.861 -0.266 2.889
H 2.285 -3.068 0.055
H 2.808 -2.687 -1.678
H 3.001 -1.370 -0.424
H -2.736 -0.635 -2.016
H -3.800 0.802 -1.534
H -4.584 -1.102 -0.072
H -2.851 -1.633 0.205
H -2.609 0.331 1.577
H -0.135 3.702 -0.769
H 1.951 1.269 1.133
H 2.407 0.756 -0.657
H 1.822 3.863 0.210

These are the natural (NBO) partial charges, in e, on atoms 1 to 8: -0.757 0.677 -0.446 -0.560 0.672 -0.736 -0.483 0.561

=====

3.
Computed, not measured: C10H15N5O4 in the gas phase in a non-equilibrium geometry, with ωB97M-V with the def2-TZVPD basis set.

**LUMO energy**: 0.1 eV
**Kohn-Sham gap**: 7.46 eV
**Molar mass**: 269.3 g/mol
**Total charge**: 0
**Electronic energy**: -964.505264 hartree
**Highest occupied orbital energy**: -7.3482 eV

Positions of all 34 atoms, in Å:
C -0.139 -0.913 1.516
N -0.577 -0.529 0.110
C -1.739 0.490 0.502
C -3.171 -0.073 0.469
O -3.357 -0.959 -0.653
C -2.561 -2.147 -0.497
C -1.023 -1.799 -0.484
H 0.535 -1.761 1.424
H 0.395 -0.065 1.977
H -1.034 -1.152 2.124
H -1.536 0.857 1.547
H -1.692 1.383 -0.146
H -3.377 -0.577 1.435
H -3.891 0.744 0.280
H -2.811 -2.713 0.448
H -2.807 -2.773 -1.394
H -0.709 -1.872 -1.526
H -0.528 -2.650 0.029
C 1.666 3.692 1.217
O 2.702 2.801 0.770
C 2.363 1.594 0.313
N 3.389 0.916 -0.274
C 3.056 -0.176 -0.915
N 3.906 -0.889 -1.801
O 3.030 -1.604 -2.562
N 1.637 -1.309 -2.217
O 0.791 -1.748 -2.970
C 1.683 -0.519 -1.120
C 0.535 0.245 -0.557
N 1.110 1.172 0.422
H 2.137 4.320 1.970
H 1.302 4.307 0.392
H 0.850 3.107 1.634
H -0.137 0.599 -1.464

These are the natural (NBO) partial charges, in e, on atoms 1 to 8: -0.422 -0.244 -0.221 -0.098 -0.515 -0.073 -0.289 0.220

=====

4.
Computed, not measured: C10H15NO2 in the gas phase in a non-equilibrium geometry, with ωB97M-V with the def2-TZVPD basis set.

**LUMO energy**: 0.7 eV
**Kohn-Sham gap**: 8.90 eV
**Molar mass**: 181.2 g/mol
**Structure (SMILES)**: CC/C(C)=C/C[C@H]1C=C(O)N=C1O
**Total charge**: 0
**Electronic energy**: -595.191121 hartree
**Highest occupied orbital energy**: -8.1810 eV

Positions of all 28 atoms, in Å:
C 3.083 1.016 -0.032
C 1.659 1.207 -0.545
C 0.700 0.077 -0.178
C 0.872 -1.268 -1.003
C 0.060 0.233 1.011
C -0.884 -0.872 1.437
C -2.356 -0.757 1.083
C -2.994 0.587 1.132
C -3.356 1.021 -0.118
O -3.917 2.100 -0.737
N -3.000 0.035 -1.067
C -2.624 -1.014 -0.408
O -2.415 -2.213 -0.912
H 3.633 1.980 -0.352
H 3.070 0.860 1.085
H 3.504 0.077 -0.415
H 1.310 2.249 -0.212
H 1.666 1.463 -1.609
H 1.699 -1.826 -0.450
H 1.180 -1.120 -2.052
H -0.203 -1.603 -1.085
H 0.114 1.101 1.546
H -0.800 -0.876 2.564
H -0.473 -1.817 0.943
H -2.878 -1.536 1.714
H -3.084 1.174 2.062
H -4.036 1.776 -1.609
H -2.528 -2.048 -1.873

These are the natural (NBO) partial charges, in e, on atoms 1 to 8: -0.603 -0.446 0.060 -0.693 -0.218 -0.425 -0.326 -0.373

=====

5.
Computed, not measured: 2 unconnected molecules or ions with the total composition C10H15NO3 in a non-equilibrium geometry, with ωB97M-V with the def2-TZVPD basis set.

**LUMO energy (spin up / spin down)**: -0.3 / 0.3 eV
**Kohn-Sham gap (spin up / spin down)**: 7.73 / 8.54 eV
**Molar mass**: 197.2 g/mol
**Total charge**: 0
**Electronic energy**: -670.288774 hartree
**Highest occupied orbital energy (spin up / spin down)**: -8.0631 / -8.1914 eV

Positions of all 29 atoms, in Å:
C -1.631 -1.132 -1.703
C -0.512 -1.361 2.824
C 1.552 -0.151 2.212
C -0.312 1.211 2.757
C 0.324 -0.182 3.163
C -0.376 -0.050 0.967
C -0.443 1.114 -3.715
C 1.217 -0.433 -2.515
C -1.152 0.141 -1.674
C 0.055 0.626 -2.372
N -1.908 -2.251 -1.869
O -0.876 -1.212 1.391
O 0.991 -0.090 0.853
O -0.994 1.068 1.492
H 0.034 -2.432 2.986
H -1.587 -1.459 3.215
H 2.309 0.677 2.488
H 2.029 -1.109 2.157
H -1.067 1.468 3.433
H 0.433 1.971 2.757
H 0.508 -0.204 4.159
H 0.370 1.670 -4.366
H -1.284 1.689 -3.612
H -0.934 0.317 -4.368
H 2.189 -0.024 -2.748
H 1.070 -1.250 -3.242
H 1.288 -1.060 -1.681
H -1.718 0.814 -0.996
H 0.425 1.632 -1.991

These are the natural (NBO) partial charges, in e, on atoms 1 to 8: 0.197 -0.089 -0.076 -0.066 -0.346 0.837 -0.587 -0.617

=====

6.
Computed, not measured: a molecular structure, C10H15O10Zn in a non-equilibrium geometry, with ωB97M-V with the def2-TZVPD basis set.

**LUMO energy**: 7.1 eV
**Kohn-Sham gap**: 5.44 eV
**Molar mass**: 360.6 g/mol
**Total charge**: -3
**Electronic energy**: -2921.764224 hartree
**Highest occupied orbital energy**: 1.6160 eV

Positions of all 36 atoms, in Å:
Zn -0.147 -0.459 -0.458
C -3.705 -1.692 -2.177
C -2.390 -1.250 -1.505
O -1.296 -1.934 -1.581
O -2.275 -0.201 -0.841
H -4.446 -1.820 -1.387
H -3.601 -2.732 -2.488
H -4.136 -1.086 -2.974
C 0.445 2.913 2.289
C 0.979 1.949 1.269
O 2.107 2.213 0.801
O 0.252 0.949 0.948
H 0.551 3.949 1.966
H 1.082 2.845 3.171
H -0.559 2.669 2.639
C 0.370 2.449 -3.645
C 0.994 1.496 -2.532
O 0.179 0.707 -2.030
O 2.192 1.630 -2.144
H 1.207 2.910 -4.170
H 0.114 3.373 -3.126
H -0.537 2.132 -4.160
C 3.588 -2.601 0.459
C 2.794 -1.416 -0.135
O 1.569 -1.501 -0.331
O 3.407 -0.337 -0.337
H 4.131 -3.161 -0.302
H 2.795 -3.196 0.912
H 4.261 -2.278 1.253
C -1.514 -0.305 3.232
C -1.258 -1.661 2.570
O -1.291 -2.760 3.152
O -1.144 -1.794 1.336
H -2.204 -0.484 4.056
H -1.951 0.478 2.613
H -0.560 0.007 3.656

These are the natural (NBO) partial charges, in e, on atoms 1 to 8: 1.757 -0.716 0.755 -0.803 -0.770 0.206 0.203 0.197